1.
Molecular formula: C2H5I2P
Method: DFT, ωB97M-V/def2-TZVPD

Element x y z (Å)
C: 1.815 0.996 -0.533
C: -1.479 -0.599 0.579
P: 0.243 0.188 -0.557
I: -2.581 0.819 1.527
I: -0.035 -1.629 1.824
H: 2.193 0.035 -0.212
H: 1.866 1.887 0.214
H: -2.091 -1.326 -0.106
H: 0.611 -1.084 -1.090
H: -0.541 0.712 -1.648

Atoms 1-3, force components in eV/Å:
C -2.67 0.44 1.99
C 2.58 -1.09 -2.38
P -1.91 0.10 -2.35

Spin multiplicity ... 1
Gap between HOMO and LUMO ... 0.2938 Ha
Energy above the lowest of the compared OMol25 structures with the same formula, charge and spin ... 468.8 kJ/mol
Total energy ... -27640.7241 eV

Atomic partial charges in e from the Mulliken method, atoms 1 to 5: number 1, C, carries -0.57; number 2, C, carries -0.80; number 3, P, carries 0.05; number 4, I, carries 0.17; number 5, I, carries 0.06


2.
Molecular formula: C24H17ClF3NO2S
Method: DFT, ωB97M-V/def2-TZVPD

Element x y z (Å)
O: 0.858 -3.309 0.291
C: 2.253 -2.941 0.048
C: 2.373 -1.434 0.347
C: 3.227 -0.941 1.359
N: 3.294 0.379 1.696
C: 2.462 1.207 1.044
C: 1.609 0.824 0.005
C: 0.781 1.814 -0.663
S: 1.208 2.301 -2.308
C: 0.019 3.624 -2.229
C: -0.651 3.625 -1.011
C: -0.212 2.583 -0.114
C: -0.755 2.508 1.245
C: -0.979 3.684 2.000
C: -1.478 3.650 3.299
Cl: -1.732 5.163 4.155
C: -1.744 2.424 3.880
C: -1.605 1.260 3.142
C: -1.091 1.263 1.837
O: -1.062 0.054 1.170
C: -2.165 -0.090 0.294
C: -1.832 -1.081 -0.787
C: -1.401 -0.677 -2.046
C: -1.137 -1.562 -3.066
C: -1.239 -2.931 -2.798
C: -1.721 -3.375 -1.567
C: -2.018 -2.434 -0.542
C: 1.627 -0.524 -0.387
C: 2.853 -3.289 -1.381
F: 2.947 -4.637 -1.606
F: 4.135 -2.853 -1.458
F: 2.140 -2.755 -2.377
H: 0.270 -2.714 -0.226
H: 2.841 -3.505 0.788
H: 3.931 -1.618 1.837
H: 2.461 2.247 1.282
H: -0.156 4.353 -3.032
H: -1.407 4.367 -0.804
H: -0.759 4.634 1.545
H: -2.202 2.418 4.891
H: -1.850 0.318 3.593
H: -3.026 -0.447 0.901
H: -2.404 0.887 -0.222
H: -1.347 0.395 -2.200
H: -0.845 -1.170 -4.014
H: -1.126 -3.658 -3.601
H: -1.945 -4.401 -1.400
H: -2.388 -2.785 0.400
H: 0.985 -0.850 -1.209

Atoms 1-3, force components in eV/Å:
O 1.45 0.15 -1.16
C -0.84 0.66 0.29
C 0.95 -0.18 0.02

Spin multiplicity ... 1
SMILES ... O[C@H](c1cncc(-c2sccc2-c2cc(Cl)ccc2OCc2ccccc2)c1)C(F)(F)F
Gap between HOMO and LUMO ... 0.3296 Ha
Total energy ... -62259.0790 eV

Atomic partial charges in e from the Mulliken method, atoms 1 to 5: number 1, O, carries -0.58; number 2, C, carries -0.30; number 3, C, carries 0.72; number 4, C, carries -0.99; number 5, N, carries -0.69


3.
Molecular formula: C46H118N6O32
Method: DFT, ωB97M-V/def2-TZVPD

Element x y z (Å)
C: 2.784 -5.844 5.254
O: 1.994 -5.484 4.085
C: 0.874 -4.627 4.402
C: 0.350 -3.933 3.112
O: -0.171 -4.804 2.124
C: -1.441 -5.287 2.649
H: 3.666 -6.238 4.757
H: 2.327 -6.673 5.783
H: 2.983 -4.912 5.819
H: 1.227 -3.806 5.077
H: 0.122 -5.218 4.929
H: 1.181 -3.454 2.599
H: -0.345 -3.134 3.427
H: -2.086 -5.399 1.780
H: -1.929 -4.643 3.353
H: -1.260 -6.228 3.105
C: -6.732 1.605 1.178
O: -5.996 1.866 2.404
C: -5.887 3.233 2.718
C: -5.020 3.381 3.925
O: -5.603 2.693 4.947
C: -4.872 2.850 6.203
H: -7.771 1.975 1.185
H: -6.808 0.538 1.137
H: -6.274 2.168 0.404
H: -6.849 3.652 3.012
H: -5.604 3.859 1.891
H: -4.855 4.422 4.120
H: -3.979 3.005 3.715
H: -3.761 2.657 6.080
H: -5.259 2.134 6.928
H: -5.068 3.860 6.558
C: -2.418 5.743 2.280
O: -2.655 4.366 2.407
C: -1.583 3.679 1.861
C: -1.830 2.165 1.766
O: -1.618 1.522 3.025
C: -2.594 0.551 3.478
H: -2.599 6.115 1.242
H: -1.448 6.021 2.549
H: -2.989 6.392 2.995
H: -0.609 3.897 2.383
H: -1.414 4.028 0.780
H: -1.134 1.817 1.011
H: -2.871 1.939 1.506
H: -3.104 -0.072 2.695
H: -3.335 1.023 4.146
H: -2.117 -0.199 4.146
C: 4.247 3.124 4.977
O: 3.667 2.301 3.971
C: 4.565 1.448 3.240
C: 5.597 2.142 2.314
O: 4.896 3.011 1.528
C: 5.610 3.841 0.656
H: 4.900 2.566 5.633
H: 3.482 3.662 5.505
H: 4.879 3.875 4.494
H: 3.903 0.868 2.585
H: 5.125 0.752 3.874
H: 6.031 1.322 1.653
H: 6.402 2.616 2.884
H: 6.528 4.223 1.054
H: 4.916 4.604 0.375
H: 5.824 3.328 -0.238
C: 4.925 -3.855 -3.793
O: 4.503 -2.910 -4.704
C: 3.117 -2.714 -4.890
C: 2.954 -1.665 -5.934
O: 3.543 -0.383 -5.482
C: 4.431 0.140 -6.393
H: 4.905 -3.724 -2.733
H: 5.961 -4.093 -3.944
H: 4.335 -4.781 -3.993
H: 2.637 -2.340 -3.944
H: 2.637 -3.652 -5.133
H: 1.845 -1.514 -6.023
H: 3.384 -1.999 -6.908
H: 5.234 -0.509 -6.680
H: 4.879 0.943 -5.898
H: 3.919 0.498 -7.315
C: 0.627 4.439 -3.992
O: 0.569 3.002 -4.233
C: 1.632 2.280 -3.617
C: 1.247 0.823 -3.331
O: 0.287 0.618 -2.307
C: -0.998 1.122 -2.632
H: 0.079 4.978 -4.783
H: 1.604 4.866 -3.943
H: 0.144 4.660 -3.021
H: 1.981 2.888 -2.763
H: 2.462 2.245 -4.263
H: 2.124 0.221 -3.074
H: 0.810 0.273 -4.224
H: -1.209 0.893 -3.709
H: -1.105 2.202 -2.510
H: -1.756 0.641 -2.041
C: -6.173 -0.379 5.327
O: -4.933 -1.107 5.405
C: -4.773 -1.898 4.272
C: -5.486 -3.252 4.452
O: -5.118 -3.855 5.726
C: -3.819 -4.355 5.765
H: -6.076 0.512 4.701
H: -6.410 -0.120 6.427
H: -6.950 -0.929 4.889
H: -3.716 -2.100 4.120
H: -5.055 -1.358 3.368
H: -5.321 -3.926 3.552
H: -6.584 -3.147 4.575
H: -3.561 -4.579 6.838
H: -3.082 -3.662 5.439
H: -3.735 -5.239 5.121
C: -3.070 -2.078 -5.945
O: -2.686 -3.001 -4.941
C: -1.545 -2.705 -4.150
C: -1.461 -3.700 -3.011
O: -2.269 -3.298 -1.953
C: -2.488 -4.392 -1.054
H: -4.123 -2.026 -5.864
H: -2.918 -2.489 -6.950
H: -2.497 -1.128 -5.793
H: -1.701 -1.755 -3.639
H: -0.537 -2.658 -4.610
H: -0.526 -3.818 -2.575
H: -1.822 -4.660 -3.318
H: -3.278 -4.104 -0.349
H: -1.608 -4.690 -0.526
H: -2.809 -5.285 -1.610
C: 6.659 2.979 -4.184
O: 6.527 1.589 -3.718
C: 7.488 1.202 -2.740
C: 7.054 -0.113 -2.081
O: 5.964 0.094 -1.175
C: 4.750 0.299 -1.928
H: 7.740 3.234 -4.438
H: 6.135 3.678 -3.478
H: 6.221 2.974 -5.190
H: 7.622 2.029 -2.007
H: 8.464 1.159 -3.157
H: 7.866 -0.588 -1.487
H: 6.638 -0.818 -2.845
H: 4.807 1.163 -2.541
H: 3.863 0.468 -1.244
H: 4.520 -0.525 -2.651
C: -3.429 3.661 -2.088
O: -3.630 2.719 -3.106
C: -3.808 3.017 -4.444
C: -4.084 1.731 -5.262
O: -4.546 1.940 -6.572
C: -3.723 2.351 -7.616
H: -2.524 4.220 -2.255
H: -3.288 3.051 -1.178
H: -4.291 4.335 -1.927
H: -2.895 3.484 -4.811
H: -4.613 3.774 -4.642
H: -4.909 1.221 -4.768
H: -3.318 0.955 -5.257
H: -4.357 2.576 -8.456
H: -3.077 1.519 -7.819
H: -3.225 3.310 -7.361
C: 4.504 -2.529 0.499
N: 5.782 -3.232 0.802
O: 6.505 -3.394 -0.133
O: 6.044 -3.585 1.937
H: 3.912 -2.557 1.368
H: 4.040 -3.137 -0.291
H: 4.844 -1.541 0.259
C: 0.873 3.037 4.614
N: -0.006 3.907 5.559
O: -0.753 4.599 4.907
O: 0.049 3.760 6.735
H: 1.715 3.615 4.336
H: 0.325 2.907 3.684
H: 1.213 2.191 5.152
C: 2.065 2.945 0.763
N: 1.300 3.659 -0.259
O: 1.762 4.729 -0.537
O: 0.292 3.202 -0.707
H: 2.129 3.679 1.642
H: 3.020 2.691 0.406
H: 1.472 2.093 1.039
C: -4.428 -1.043 -2.205
N: -4.154 -0.981 -0.741
O: -4.694 -1.829 -0.114
O: -3.394 -0.139 -0.195
H: -5.350 -0.547 -2.304
H: -4.510 -2.040 -2.515
H: -3.671 -0.434 -2.634
C: 1.696 -6.614 1.069
N: 1.546 -5.836 -0.219
O: 2.365 -4.923 -0.318
O: 0.698 -6.199 -1.013
H: 1.463 -5.946 1.875
H: 2.649 -7.067 1.085
H: 1.046 -7.482 0.981
C: -0.167 -1.017 0.334
N: 1.222 -1.316 -0.069
O: 2.122 -0.574 0.341
O: 1.406 -2.216 -0.831
H: -0.200 -1.290 1.392
H: -0.763 -1.587 -0.346
H: -0.338 0.065 0.164

Atoms 1-3, force components in eV/Å:
C -0.31 0.63 -2.01
O -0.75 0.62 0.73
C 1.05 0.31 -0.49

Spin multiplicity ... 1
Gap between HOMO and LUMO ... 0.3467 Ha
Total energy ... -124043.6721 eV

Atomic partial charges in e from the Mulliken method, atoms 1 to 5: number 1, C, carries -0.79; number 2, O, carries -0.22; number 3, C, carries -0.69; number 4, C, carries -0.20; number 5, O, carries -0.12